[1]
The following is a DFT calculation (ωB97M-V/def2-TZVPD) of an isolated molecule of C4H6N2O2 in a non-equilibrium geometry.

Each line ends with the Löwdin charge.
Geometry (Å):
1 C -2.313 -0.228 0.235  -0.02
2 O -1.239 -1.285 -0.284  -0.03
3 C -0.112 -0.531 0.015  -0.33
4 O 0.931 -1.266 -0.064  0.01
5 N 2.089 -0.660 0.219  0.06
6 C 1.705 0.653 0.001  -0.06
7 C 0.317 0.869 -0.050  -0.31
8 N -0.480 1.961 -0.061  -0.02
9 H -2.722 0.317 -0.659  0.08
10 H -1.871 0.670 1.005  0.14
11 H -3.118 -0.860 0.724  0.09
12 H 2.418 1.366 -0.225  0.09
13 H -0.723 2.418 -1.038  0.15
14 H -0.369 2.811 0.666  0.16

- Energy: -11315.5082 eV
- SMILES: COc1oncc1N
- Charge: 0
- Frontier orbital gap: 9.185 eV
- E_HOMO: -8.60 eV
- E_LUMO: 0.021 hartree
- ΔE to the lowest compared entry with this formula, charge and spin: 127.61 kcal/mol


[2]
The following is a DFT calculation (ωB97M-V/def2-TZVPD) of a structure of composition C2H5N3O2S in a non-equilibrium geometry.

Each line ends with the Löwdin charge.
Geometry (Å):
1 C 0.845 -0.727 0.083  -0.47
2 C 0.875 1.407 1.276  -0.55
3 H -1.176 0.005 -1.561  0.17
4 H -2.123 -1.713 -0.996  0.19
5 H 0.653 -2.327 -1.238  0.19
6 H -1.211 1.808 0.419  0.01
7 H 1.907 1.301 1.452  0.06
8 N -1.046 -1.210 -1.508  -0.11
9 N 0.054 -1.561 -0.739  -0.09
10 N 0.211 0.418 0.609  -0.06
11 O 1.985 -1.103 0.331  0.07
12 O -1.125 0.857 0.115  -0.09
13 S 0.153 2.846 1.758  0.67

- Energy: -21550.9846 eV
- Charge: 0
- Frontier orbital gap: 8.708 eV
- E_HOMO: -9.26 eV
- E_LUMO: -0.020 hartree
- ΔE to the lowest compared entry with this formula, charge and spin: 113.66 kcal/mol


[3]
The following is a DFT calculation (ωB97M-V/def2-TZVPD) of a structure of composition C25H22ClN4O4STl.

Each line ends with the Löwdin charge.
Geometry (Å):
1 Tl 0.073 -1.863 0.589  0.87
2 C -1.921 0.304 -1.102  -0.16
3 N -1.573 -0.093 0.272  -0.01
4 C -2.469 0.047 1.166  -0.07
5 C -2.230 -0.217 2.577  -0.23
6 C -3.018 -0.873 3.481  -0.02
7 C -2.276 -1.002 4.691  -0.05
8 C -1.068 -0.397 4.508  -0.04
9 N -1.028 0.070 3.218  -0.05
10 C -1.990 1.803 -1.257  -0.21
11 C -0.993 2.621 -0.731  -0.03
12 C -1.051 3.995 -0.898  -0.07
13 C -2.108 4.570 -1.594  -0.09
14 C -3.108 3.763 -2.114  -0.08
15 C -3.049 2.386 -1.942  -0.05
16 H -2.876 -0.147 -1.385  0.13
17 H -1.154 -0.118 -1.753  0.09
18 H -3.475 0.380 0.894  0.15
19 H -4.003 -1.262 3.280  0.12
20 H -2.597 -1.490 5.596  0.11
21 H -0.235 -0.232 5.169  0.13
22 H -0.175 2.182 -0.173  0.09
23 H -0.270 4.619 -0.483  0.11
24 H -2.151 5.643 -1.724  0.10
25 H -3.938 4.203 -2.651  0.10
26 H -3.834 1.757 -2.348  0.11
27 O -1.000 -2.898 -1.398  -0.23
28 N -0.284 -2.940 -2.496  -0.22
29 C -0.763 -3.686 -3.523  -0.01
30 C -0.094 -3.791 -4.711  -0.05
31 C 1.115 -3.115 -4.861  -0.06
32 C 1.596 -2.370 -3.813  -0.09
33 C 0.895 -2.271 -2.605  -0.61
34 S 1.545 -1.302 -1.319  0.76
35 H -1.700 -4.167 -3.292  0.14
36 H -0.515 -4.395 -5.501  0.11
37 H 1.672 -3.176 -5.786  0.11
38 H 2.533 -1.837 -3.888  0.11
39 Cl 4.821 3.981 -0.972  0.65
40 C 4.235 2.628 -0.045  -0.67
41 C 2.891 2.303 -0.097  -0.10
42 C 2.438 1.222 0.645  -0.09
43 C 3.305 0.465 1.420  -0.14
44 C 4.649 0.819 1.459  -0.01
45 C 5.122 1.899 0.732  -0.10
46 C 2.838 -0.744 2.216  -0.61
47 O 3.638 -1.300 2.950  0.05
48 O 1.594 -1.080 2.093  -0.21
49 H 2.219 2.884 -0.716  0.10
50 H 1.387 0.970 0.631  0.05
51 H 5.316 0.225 2.070  0.12
52 H 6.167 2.177 0.759  0.10
53 O 0.673 1.379 3.501  0.08
54 N -0.143 1.060 2.718  0.05
55 C -0.814 -3.227 1.971  -0.18
56 H -0.535 -2.904 2.970  0.00
57 H -0.389 -4.204 1.757  0.00
58 H -1.892 -3.252 1.843  0.00

- Energy: -68479.4706 eV
- Charge: 0
- Frontier orbital gap: 7.877 eV
- E_HOMO: -8.58 eV
- E_LUMO: -0.026 hartree
- ΔE to the lowest compared entry with this formula, charge and spin: 25.82 kcal/mol